Record 1
DFT (ωB97M-V with the def2-TZVPD basis set) results for C35H33N6O2P2RuS as an isolated structure.

Summary:
Lowest unoccupied orbital energy ... -3.40 eV
Charge ... +1
HOMO energy ... -10.62 eV
Frontier orbital gap ... 7.226 eV
Molar mass ... 764.77 g/mol

Structure (XYZ):
```
80
Properties=species:S:1:pos:R:3:lowdin_charge:R:1
Ru -0.54109 -0.04158 0.24094 0.986
C 1.62735 2.38645 2.30781 -0.284
C 2.17146 0.95171 2.14435 -0.331
P 2.05417 0.18643 0.47216 1.037
C 2.75645 -1.47031 0.71284 -0.400
C 3.40999 -1.83944 1.88547 -0.084
C 3.97370 -3.10017 2.00673 -0.064
C 3.90224 -3.99861 0.95291 -0.061
C 3.26920 -3.63115 -0.22506 -0.060
C 2.69892 -2.37368 -0.34189 -0.173
C 3.48040 0.98173 -0.43626 -0.310
C 4.37813 0.16514 -1.12951 -0.080
C 5.50991 0.68487 -1.74355 -0.066
C 5.79559 2.03481 -1.66045 -0.070
C 4.93673 2.85730 -0.94805 -0.067
C 3.79742 2.34122 -0.35395 -0.133
C 0.34111 2.71859 1.53970 -0.353
P 0.67610 2.97588 -0.27825 1.070
C 0.47266 4.77731 -0.47398 -0.370
C 0.81966 5.66458 0.54311 -0.097
C 0.78465 7.03589 0.32706 -0.074
C 0.40778 7.53731 -0.90840 -0.075
C 0.08001 6.66096 -1.93455 -0.071
C 0.12222 5.29288 -1.72301 -0.102
C -0.77897 2.30126 -1.14966 -0.421
C -0.58398 1.12510 -1.89899 -0.222
C -1.65822 0.55422 -2.60534 -0.078
C -2.89467 1.16448 -2.59644 -0.058
C -3.07442 2.35160 -1.88517 -0.039
C -2.03750 2.90547 -1.15697 -0.091
H 2.40392 3.10226 2.03460 0.087
H 1.45277 2.54173 3.37540 0.114
H 1.59413 0.27913 2.78360 0.065
H 3.20984 0.92615 2.47712 0.093
H 3.48552 -1.15163 2.71736 0.094
H 4.47455 -3.37941 2.92464 0.109
H 4.34585 -4.98092 1.04591 0.111
H 3.22127 -4.32386 -1.05532 0.114
H 2.21957 -2.08949 -1.27005 0.081
H 4.21633 -0.89604 -1.20817 0.083
H 6.17025 0.01643 -2.28003 0.111
H 6.67909 2.44105 -2.13436 0.111
H 5.14665 3.91440 -0.85016 0.111
H 3.17360 3.02871 0.18562 0.037
H -0.11538 3.62528 1.94242 0.085
H -0.41093 1.94585 1.70362 0.014
H 1.12644 5.30034 1.51651 0.095
H 1.05260 7.71113 1.12901 0.109
H 0.37433 8.60562 -1.07452 0.108
H -0.20522 7.04413 -2.90547 0.110
H -0.12398 4.62290 -2.53867 0.107
H 0.42068 0.75196 -2.07387 0.092
H -1.49646 -0.34854 -3.18034 0.110
H -3.71756 0.73302 -3.15051 0.117
H -4.04246 2.83640 -1.88855 0.121
H -2.20088 3.81036 -0.58658 0.124
O -2.46507 1.33148 1.08221 -0.189
N -2.53578 0.17610 0.52057 -0.186
C -3.61586 -0.53399 0.68447 -0.263
C -4.67558 -0.02446 1.49934 -0.158
N -5.49752 0.41459 2.17076 0.199
C -3.72089 -1.80132 0.03462 -0.173
N -3.80854 -2.82061 -0.48727 0.197
S -0.48117 -2.94606 -1.37337 0.850
C -0.51344 -1.61497 -0.62407 -0.840
C -1.62790 -1.38263 5.62250 -0.006
N -1.12560 -1.54765 4.27236 -0.085
C -0.40334 -2.69806 3.78955 -0.014
C -0.10687 -2.29637 2.35738 -0.448
O 0.42683 -2.99804 1.55115 0.059
N -0.59672 -0.99396 2.14608 0.053
C -1.20434 -0.63088 3.30336 -0.381
N -1.78770 0.54391 3.52509 0.238
H -1.49709 -2.32218 6.15193 0.102
H -2.69484 -1.15174 5.62009 0.100
H -1.08434 -0.60328 6.15986 0.102
H -1.00978 -3.60488 3.80486 0.151
H 0.52519 -2.87911 4.33533 0.148
H -2.06891 1.09913 2.71078 0.059
H -2.33646 0.65199 4.36235 0.115
```



Record 2
DFT (ωB97M-V with the def2-TZVPD basis set) results for C46H39ClIrN4O4P2S as an isolated structure at a distorted geometry.

Summary:
Lowest unoccupied orbital energy (spin up / spin down) ... -6.73 / -8.45 eV
Charge ... +2
HOMO energy (spin up / spin down) ... -12.36 / -12.35 eV
Frontier orbital gap (spin up / spin down) ... 5.631 / 3.904 eV
<S²> ... 0.762
Molar mass ... 1033.53 g/mol
Spin multiplicity ... 2

Structure (XYZ):
```
98
Properties=species:S:1:pos:R:3:lowdin_charge:R:1
Ir 0.10636 0.79527 0.17174 1.125
Cl 0.03748 -1.32258 1.65798 0.795
C -0.88846 -2.77280 1.23033 -0.560
C -0.35087 -3.92342 1.77755 -0.086
C -0.92117 -5.15514 1.49958 -0.024
C -2.03836 -5.23053 0.68829 -0.031
C -2.58152 -4.07740 0.15032 -0.054
C -2.03595 -2.81904 0.42090 -0.356
P -2.77903 -1.38823 -0.40804 1.216
C -4.01209 -0.67316 0.64485 -0.392
C -4.75747 0.39707 0.11871 -0.072
C -5.77038 0.95290 0.87169 -0.037
C -6.03985 0.45536 2.14548 -0.012
C -5.29437 -0.59816 2.67047 -0.032
C -4.26693 -1.15655 1.93428 -0.055
C -3.68665 -1.99886 -1.84391 -0.357
C -3.10185 -2.09260 -3.10858 -0.070
C -3.81674 -2.63501 -4.16287 -0.046
C -5.11938 -3.07571 -3.96889 -0.032
C -5.71200 -2.96487 -2.71793 -0.041
C -5.01112 -2.41831 -1.65698 -0.081
H 0.52824 -3.85330 2.40461 0.118
H -0.47156 -6.05125 1.90427 0.128
H -2.48095 -6.19128 0.46347 0.126
H -3.44986 -4.14955 -0.49045 0.109
H -4.52920 0.78495 -0.86831 0.124
H -6.35208 1.77410 0.47647 0.125
H -6.82517 0.90528 2.73826 0.127
H -5.52166 -0.98551 3.65449 0.124
H -3.67489 -1.96493 2.34385 0.113
H -2.10308 -1.71735 -3.27807 0.101
H -3.35892 -2.70130 -5.14049 0.119
H -5.67946 -3.48688 -4.79784 0.122
H -6.72975 -3.29929 -2.56785 0.122
H -5.48572 -2.33464 -0.68853 0.116
O -0.42378 0.44871 -1.96584 -0.488
S -0.05800 1.86167 -2.36172 0.555
O -1.02854 2.50515 -3.16510 -0.190
O 0.27872 2.51668 -1.04711 -0.394
C 1.47282 1.68993 -3.18675 -0.283
C 1.72024 2.48006 -4.29644 -0.019
C 2.91324 2.31249 -4.98279 -0.022
C 3.79184 1.31747 -4.58368 -0.022
C 3.52473 0.53132 -3.46878 -0.053
C 2.38002 0.74204 -2.70898 -0.275
P 2.08667 -0.14995 -1.12486 1.073
C 3.59283 -0.07419 -0.09638 -0.322
C 3.38584 0.13687 1.26925 -0.123
C 4.44044 0.08703 2.16901 -0.062
C 5.71756 -0.20704 1.72200 -0.043
C 5.94244 -0.39547 0.36634 -0.046
C 4.89829 -0.31063 -0.53921 -0.088
C 1.95688 -1.87837 -1.68136 -0.317
C 0.70369 -2.45310 -1.85123 -0.113
C 0.56505 -3.73968 -2.34510 -0.057
C 1.69389 -4.45999 -2.70442 -0.047
C 2.95251 -3.90085 -2.52969 -0.045
C 3.08980 -2.62704 -2.00198 -0.065
H 0.97418 3.19717 -4.61273 0.129
H 3.14243 2.93992 -5.83261 0.126
H 4.69966 1.14399 -5.14579 0.125
H 4.21322 -0.26065 -3.22026 0.091
H 2.39618 0.35265 1.63442 0.033
H 4.25928 0.26950 3.22011 0.116
H 6.53699 -0.27924 2.42442 0.120
H 6.93913 -0.61259 0.00642 0.120
H 5.13452 -0.41479 -1.58543 0.082
H -0.16848 -1.87511 -1.60063 0.040
H -0.42143 -4.17215 -2.45525 0.109
H 1.59579 -5.46029 -3.10424 0.118
H 3.83667 -4.45707 -2.81050 0.119
H 4.08174 -2.23855 -1.82805 0.090
O 0.95276 1.91543 1.79707 -0.172
C 1.14424 3.15903 1.72047 -0.450
C 2.14102 3.78884 0.80250 -0.085
C 3.24981 4.31036 1.76986 -0.135
C 3.38561 3.53073 3.10834 -0.168
C 2.45552 3.98232 4.25782 -0.152
C 0.97857 3.60552 4.06031 -0.125
N 0.63754 3.95981 2.66513 0.123
H 1.71383 4.59885 0.21080 0.136
H 2.52609 3.03350 0.11942 0.105
H 3.06998 5.36255 1.99724 0.118
H 4.19742 4.25350 1.23583 0.118
H 4.40842 3.67062 3.45772 0.121
H 3.26294 2.45879 2.92775 0.086
H 2.54139 5.06664 4.36829 0.121
H 2.79437 3.52713 5.18970 0.122
H 0.33320 4.14762 4.74662 0.129
H 0.81767 2.53813 4.19152 0.123
H 0.79813 4.94312 2.48211 0.158
N -1.45495 1.16331 1.48516 -0.045
C -2.09469 1.90532 2.12466 -0.162
C -2.86043 2.68121 2.93759 -0.265
C -2.82854 2.41744 4.33503 -0.227
N -2.77719 2.18106 5.46073 0.156
C -3.68030 3.69848 2.38480 -0.227
N -4.35505 4.50754 1.91962 0.159
```



Record 3
DFT (ωB97M-V with the def2-TZVPD basis set) results for the molecule C26H32N2O4 at a distorted geometry.

Summary:
Lowest unoccupied orbital energy ... 0.63 eV
Charge ... 0
HOMO energy ... -7.87 eV
Frontier orbital gap ... 8.502 eV
Molar mass ... 436.55 g/mol
Structure (SMILES) ... Cc1ccc(NC(=O)CN2CC[C@@]3(O)CCCC[C@@H]3[C@H]2c2ccc3c(c2)OCO3)c(C)c1

Structure (XYZ):
```
64
Properties=species:S:1:pos:R:3:lowdin_charge:R:1
C -5.67566 -5.11558 0.76248 -0.058
C -4.48516 -4.27183 0.41865 -0.287
C -3.95763 -4.24779 -0.86298 -0.043
C -2.86479 -3.45705 -1.16604 0.000
C -2.27448 -2.66804 -0.18606 -0.175
C -2.79249 -2.67656 1.11758 -0.204
C -3.88623 -3.47909 1.39107 -0.016
H -4.29037 -3.48880 2.39432 0.117
C -2.18476 -1.82859 2.19836 -0.041
H -2.72382 -1.97011 3.13176 0.078
H -1.14093 -2.09681 2.36602 0.086
H -2.23204 -0.77187 1.93327 0.069
N -1.17452 -1.85198 -0.45961 0.149
C -0.52827 -1.62179 -1.62446 -0.443
O -0.78487 -2.10329 -2.70723 0.067
C 0.59244 -0.59114 -1.43817 -0.078
N 1.14944 -0.66959 -0.10024 -0.127
C 2.15838 -1.70779 0.02273 -0.148
C 3.50363 -1.32073 -0.60059 -0.084
H 3.40912 -1.21476 -1.68174 0.118
H 4.23396 -2.10288 -0.39385 0.128
C 4.00476 -0.00126 0.00154 -0.484
C 2.91698 1.08794 -0.17412 -0.193
C 3.40384 2.41786 0.40337 -0.140
C 4.68179 2.86680 -0.30198 -0.185
C 5.77758 1.81164 -0.17648 -0.188
C 5.29521 0.45876 -0.69813 -0.117
H 5.10604 0.53215 -1.77052 0.126
H 6.06720 -0.29778 -0.54190 0.125
H 6.65775 2.12206 -0.74302 0.112
H 6.08546 1.72423 0.86962 0.110
H 5.02702 3.81216 0.12170 0.111
H 4.46551 3.03525 -1.35955 0.118
H 3.58351 2.31091 1.47679 0.127
H 2.63178 3.17926 0.28513 0.109
H 2.74618 1.21017 -1.24788 0.153
C 1.62543 0.58363 0.49470 -0.223
C 0.48669 1.57295 0.55153 -0.178
C -0.38715 1.50172 1.62741 -0.035
C -1.50566 2.32331 1.74085 0.017
C -1.71779 3.22765 0.73014 -0.201
C -0.84477 3.31407 -0.35453 -0.185
C 0.25571 2.50179 -0.47051 0.037
H 0.90830 2.59788 -1.32197 0.132
O -1.27735 4.29297 -1.20884 0.039
C -2.45906 4.81089 -0.63637 -0.156
O -2.71923 4.14878 0.58275 0.038
H -2.33642 5.88976 -0.45106 0.140
H -3.30266 4.65543 -1.32811 0.141
H -2.17511 2.25780 2.58191 0.120
H -0.19143 0.78440 2.40984 0.115
H 1.88867 0.32103 1.52839 0.154
O 4.24902 -0.27236 1.37075 0.013
H 4.67338 0.49956 1.75953 0.086
H 1.77316 -2.61650 -0.44484 0.130
H 2.31312 -1.89922 1.08764 0.127
H 1.32358 -0.74132 -2.24258 0.128
H 0.12783 0.38684 -1.58514 0.123
H -0.75352 -1.37012 0.32814 0.109
H -2.46157 -3.44202 -2.16461 0.099
H -4.40280 -4.85323 -1.63899 0.108
H -6.52464 -4.48367 1.02328 0.080
H -5.96022 -5.74507 -0.07666 0.072
H -5.45959 -5.75208 1.61944 0.078
```



Record 4
DFT (ωB97M-V with the def2-TZVPD basis set) results for C5H14Br4NO2V as an isolated structure at a distorted geometry.

Summary:
Lowest unoccupied orbital energy (spin up / spin down) ... 1.29 / 1.29 eV
Charge ... -1
HOMO energy (spin up / spin down) ... -4.50 / -4.49 eV
Frontier orbital gap (spin up / spin down) ... 5.796 / 5.781 eV
<S²> ... 0.785
Molar mass ... 490.73 g/mol
Spin multiplicity ... 2

Structure (XYZ):
```
27
Properties=species:S:1:pos:R:3:lowdin_charge:R:1
O -1.61212 -0.22262 -2.86805 -0.613
V -1.98556 -1.66920 -3.30516 -0.053
C 2.01099 -0.11680 2.31842 -0.009
N 0.81441 0.19333 1.48387 -0.375
C -0.02847 -1.04450 1.40084 -0.017
C 0.09552 1.34989 2.07607 0.022
C 1.34871 0.52053 0.11715 -0.116
C 0.31834 1.06861 -0.78338 -0.268
O 0.23175 2.48515 -0.72403 -0.050
H 2.46049 -1.02263 1.92880 0.110
H 1.65132 -0.26035 3.33615 0.107
H 2.67454 0.74176 2.31153 0.105
H -0.22803 -1.40453 2.40790 0.109
H 0.64501 -1.79426 0.98401 0.107
H -0.90458 -0.91906 0.75537 -0.049
H 0.79909 2.16778 2.19013 0.113
H -0.31846 1.03727 3.03200 0.111
H -0.71590 1.60291 1.40315 0.109
H 1.73163 -0.40530 -0.31728 0.145
H 2.25590 1.12280 0.17417 0.143
H -0.66767 0.56826 -0.75599 0.085
H 0.52082 0.72356 -1.81279 0.130
H -0.56806 2.74766 -1.19339 0.107
Br -4.27334 -0.55144 -4.55413 -0.285
Br -2.91995 -1.54150 -0.56038 -0.168
Br -0.57703 -1.26656 -5.59234 -0.257
Br -2.75936 -4.11076 -3.45263 -0.244
```